[1]
The following is a quantum chemistry calculation of a 2-piece molecular cluster, CH4SSi overall, from the Open Molecules 2025 dataset.

The value obtained for the frontier orbital gap is 0.287 Ha. The net charge is 0. The calculation puts the HOMO energy at -8.59 eV. Its LUMO energy is -0.029 Eh.

Atoms and positions in Å:
S  -1.84972  -1.81330  1.46042
Si  0.06754  0.37766  0.12885
C  -0.71902  -0.65585  1.50902
H  0.05368  -0.75950  -0.82606
H  -0.86772  1.62705  -0.00766
H  -0.19614  0.01951  2.79018
H  1.19424  1.11598  0.44775


[2]
The following is a quantum chemistry calculation of a 2-piece molecular cluster, CH5BOS overall, from the Open Molecules 2025 dataset.

The value obtained for the frontier orbital gap is 0.322 Ha. The net charge is 0. The calculation puts the HOMO energy at -8.43 eV. Its LUMO energy is 0.012 Eh.

Atoms and positions in Å:
S  -1.91621  -0.44998  0.56282
O  1.09988  -1.02230  0.42165
C  -0.61832  0.18053  -0.56900
B  0.95674  0.10138  -0.18767
H  2.04902  -1.30138  0.66769
H  -0.92251  1.64823  -0.50834
H  1.85543  0.84867  -0.51494
H  -1.46194  0.32742  1.59105
H  -1.04209  -0.33257  -1.46327


[3]
The following is a quantum chemistry calculation of an isolated molecule of CH5BS, from the Open Molecules 2025 dataset.

The value obtained for the frontier orbital gap (alpha / beta) is 0.252 / 0.338 Ha. The net charge is 0. The expectation value of S² is 2.007. Its multiplicity is 3. The calculation puts the HOMO energy (alpha / beta) at -6.37 / -10.97 eV. Its LUMO energy (alpha / beta) is 0.018 / -0.065 Eh.

Atoms and positions in Å:
S  0.45501  -0.18639  0.89921
C  0.88943  -1.09515  -0.58300
B  -0.99465  0.86051  0.38981
H  1.48314  0.78720  0.85260
H  -1.79857  0.46501  0.98260
H  0.52041  -0.34601  -1.32199
H  0.34653  -2.03730  -0.68646
H  -0.90129  1.55213  -0.53276


[4]
The following is a quantum chemistry calculation of a 2-piece molecular cluster, CH5BrN2 overall, from the Open Molecules 2025 dataset.

The value obtained for the frontier orbital gap (alpha / beta) is 0.397 / 0.132 Ha. The net charge is 0. The calculation puts the HOMO energy (alpha / beta) at -9.83 / -7.50 eV. Its LUMO energy (alpha / beta) is 0.036 / -0.144 Eh.

Atoms and positions in Å:
Br  1.55221  -0.77432  -4.62087
N  -0.09893  0.09134  -0.79094
N  -0.87259  0.30457  0.23446
C  -0.25677  -0.04275  1.48255
H  -0.89521  0.37052  2.21907
H  0.79065  0.32818  1.69289
H  0.61496  -0.59472  -0.73717
H  -0.61590  -0.20517  -1.59788
H  -0.28074  -1.09729  1.52799


[5]
The following is a quantum chemistry calculation of a 2-piece molecular cluster, CH5BrN2P overall, from the Open Molecules 2025 dataset.

The value obtained for the frontier orbital gap (alpha / beta) is 0.312 / 0.253 Ha. The net charge is +1. The calculation puts the HOMO energy (alpha / beta) at -15.01 / -14.09 eV. Its LUMO energy (alpha / beta) is -0.240 / -0.265 Eh.

Atoms and positions in Å:
Br  -1.41355  1.04572  3.59703
P  1.63874  -0.06461  -1.64596
N  -0.77734  -0.83908  -0.95382
N  0.21057  0.20531  0.78385
C  0.25887  -0.25396  -0.45133
H  -1.49720  -1.14331  -0.21000
H  -0.72547  -1.34104  -1.91039
H  2.10843  1.29905  -1.54897
H  -0.68262  0.31782  1.15277
H  0.87957  0.77410  1.18682


[6]
The following is a quantum chemistry calculation of an isolated ion of composition CH5BrN3 and charge +1, from the Open Molecules 2025 dataset.

The value obtained for the frontier orbital gap is 0.374 Ha. The SMILES is NC(=[NH2+])NBr. The net charge is +1. The calculation puts the HOMO energy at -14.79 eV. Its LUMO energy is -0.169 Eh.

Atoms and positions in Å:
Br  2.73873  0.01317  -0.02324
N  -1.18633  -0.72778  -0.14609
N  0.00400  1.35280  0.01194
N  1.02335  -0.69465  0.21276
C  -0.06710  0.01688  0.07899
H  -0.80769  1.81864  0.05840
H  0.84406  1.88434  0.28793
H  -1.31698  -1.69890  -0.18826
H  -2.11786  -0.29385  -0.19433
H  0.88580  -1.67065  -0.09810


[7]
The following is a quantum chemistry calculation of an isolated molecule of CH5BrSi, from the Open Molecules 2025 dataset.

The value obtained for the frontier orbital gap is 0.397 Ha. The SMILES is [SiH3]CBr. The net charge is 0. The calculation puts the HOMO energy at -10.01 eV. Its LUMO energy is 0.030 Eh.

Atoms and positions in Å:
Br  -2.39997  -0.05025  -0.05341
Si  0.73329  -0.66439  -0.02761
C  -0.62852  0.65806  -0.10541
H  2.12534  0.02458  -0.04337
H  0.90763  -1.71205  -1.06507
H  -0.44795  1.32326  -0.91822
H  0.31555  -0.94289  1.40169
H  -0.60537  1.36369  0.81140


[8]
The following is a quantum chemistry calculation of CH5CaO2 as an isolated structure, from the Open Molecules 2025 dataset.

The value obtained for the frontier orbital gap (alpha / beta) is 0.208 / 0.350 Ha. The net charge is 0. The expectation value of S² is 0.750. Its multiplicity is 2. The calculation puts the HOMO energy (alpha / beta) at -5.48 / -9.63 eV. Its LUMO energy (alpha / beta) is 0.006 / -0.004 Eh.

Atoms and positions in Å:
Ca  -1.99531  1.18989  2.00312
O  0.20168  0.55060  -0.40021
O  -2.15205  -0.54229  0.66056
C  1.52343  0.06229  -0.43515
H  1.56311  -0.98111  -0.78750
H  -0.58061  -0.24040  -0.38333
H  2.09832  0.70176  -1.11751
H  2.00610  0.10759  0.55390
H  -2.66466  -0.84833  -0.09386


[9]
The following is a quantum chemistry calculation of a 2-piece molecular cluster, CH5Cl2NP overall, from the Open Molecules 2025 dataset.

The value obtained for the frontier orbital gap (alpha / beta) is 0.320 / 0.249 Ha. The net charge is +1. The expectation value of S² is 2.005. Its multiplicity is 3. The calculation puts the HOMO energy (alpha / beta) at -12.75 / -14.80 eV. Its LUMO energy (alpha / beta) is -0.149 / -0.295 Eh.

Atoms and positions in Å:
Cl  -0.93672  1.75669  0.45864
Cl  -1.22325  -1.60276  0.62222
P  -0.57406  0.02989  -0.28080
N  1.18982  0.04848  1.51869
C  -0.89331  -0.03375  -1.93410
H  -1.04675  -0.95012  -2.44046
H  -0.87446  0.84456  -2.59050
H  1.61308  0.86581  1.82936
H  1.67042  -0.25662  0.60420
H  1.07524  -0.70219  2.21275


[10]
The following is a quantum chemistry calculation of a 2-piece molecular cluster, CH5Cl2PSi overall, from the Open Molecules 2025 dataset.

The value obtained for the frontier orbital gap is 0.306 Ha. The SMILES is P=[Si](Cl)Cl.C. The net charge is 0. The calculation puts the HOMO energy at -8.71 eV. Its LUMO energy is -0.014 Eh.

Atoms and positions in Å:
Cl  -1.95393  1.29438  -4.89709
Cl  0.51401  3.06010  -4.53785
P  0.88635  -0.62420  -3.68706
Si  -0.03096  1.16240  -4.26665
C  -0.62369  0.09555  0.92938
H  1.87273  -0.07859  -2.77628
H  -1.02411  0.84338  1.62285
H  -0.74444  -0.89361  1.22249
H  0.52577  0.47435  0.88685
H  -1.13819  -0.01222  0.05347


Please write out number 7 again, unchanged.
The following is a quantum chemistry calculation of an isolated molecule of CH5BrSi, from the Open Molecules 2025 dataset.

The value obtained for the frontier orbital gap is 0.397 Ha. The SMILES is [SiH3]CBr. The net charge is 0. The calculation puts the HOMO energy at -10.01 eV. Its LUMO energy is 0.030 Eh.

Atoms and positions in Å:
Br  -2.39997  -0.05025  -0.05341
Si  0.73329  -0.66439  -0.02761
C  -0.62852  0.65806  -0.10541
H  2.12534  0.02458  -0.04337
H  0.90763  -1.71205  -1.06507
H  -0.44795  1.32326  -0.91822
H  0.31555  -0.94289  1.40169
H  -0.60537  1.36369  0.81140


Please write out number 8 again, unchanged.
The following is a quantum chemistry calculation of CH5CaO2 as an isolated structure, from the Open Molecules 2025 dataset.

The value obtained for the frontier orbital gap (alpha / beta) is 0.208 / 0.350 Ha. The net charge is 0. The expectation value of S² is 0.750. Its multiplicity is 2. The calculation puts the HOMO energy (alpha / beta) at -5.48 / -9.63 eV. Its LUMO energy (alpha / beta) is 0.006 / -0.004 Eh.

Atoms and positions in Å:
Ca  -1.99531  1.18989  2.00312
O  0.20168  0.55060  -0.40021
O  -2.15205  -0.54229  0.66056
C  1.52343  0.06229  -0.43515
H  1.56311  -0.98111  -0.78750
H  -0.58061  -0.24040  -0.38333
H  2.09832  0.70176  -1.11751
H  2.00610  0.10759  0.55390
H  -2.66466  -0.84833  -0.09386


Q: Which value of net charge does entry 7 give?
A: 0